125
Properties=species:S:1:pos:R:3:mulliken_charge:R:1 method="wB97M-V/def2-TZVPD" relative_energy_ev=5.120 homo_energy_ev=-10.65 multiplicity=1 total_charge=0
S 1.193 -4.014 -4.627 0.856
S 0.298 0.437 5.854 1.202
S 0.250 0.006 -0.565 0.572
S -1.966 1.846 -5.004 1.105
S -4.739 -1.090 -2.973 1.101
F 5.554 -5.402 2.349 -0.245
F -5.217 -5.180 3.861 -0.252
F -4.597 -3.751 5.381 -0.242
F -0.782 -7.433 -2.773 -0.210
F 4.125 3.217 1.000 -0.200
F 6.230 -3.375 2.450 -0.235
F -3.135 -4.635 3.886 -0.204
F -0.125 5.882 0.348 -0.272
F 0.911 4.670 -1.225 -0.254
F 7.476 -4.969 1.607 -0.241
F 4.361 5.268 1.480 -0.245
F -2.759 -8.264 -2.230 -0.231
F -1.120 -8.330 -0.865 -0.262
F 1.978 6.079 0.076 -0.261
F 5.509 3.699 2.510 -0.255
O -5.662 -1.624 -1.986 -0.554
O 4.874 -3.162 0.201 -0.136
O -4.732 0.310 -3.340 -0.501
O 0.287 8.120 -1.125 -0.555
O 3.478 3.612 4.335 -0.351
O 1.225 -0.212 0.795 -0.672
O -1.942 1.545 -3.370 -0.092
O -3.916 -2.749 2.251 -0.251
O -1.228 -5.610 -0.534 -0.439
O 0.549 1.590 7.028 -0.280
O -0.662 0.827 4.811 -0.529
O 5.903 -5.038 -0.656 -0.527
O -0.758 1.055 0.166 -0.209
O -3.264 -5.806 -1.531 -0.569
O 1.969 4.114 2.605 -0.502
O -0.559 1.707 -5.477 -0.604
O 1.775 -5.294 -5.083 -0.569
O -3.156 -1.472 -2.620 -0.171
O 1.091 0.689 -1.557 -0.721
O 0.862 6.627 -2.882 -0.214
O -5.901 -2.364 3.375 -0.528
O -0.363 -0.613 6.954 -0.331
O -3.078 1.276 -5.757 -0.562
O 0.043 -4.012 -3.744 -0.292
O 2.406 -2.950 -4.078 -0.254
O 0.858 -2.984 -5.877 -0.377
O -4.703 -1.988 -4.352 -0.429
O -0.503 -1.203 -0.973 0.409
O 1.583 -0.044 5.402 -0.578
O -2.281 3.459 -4.699 -0.486
C 6.243 -4.498 1.711 0.864
C -4.170 -1.887 1.194 0.310
C 0.724 7.052 -1.619 0.140
C 5.696 -4.259 0.273 0.278
C -1.701 -7.644 -1.821 0.839
C -4.866 -2.987 3.223 0.274
C -0.724 0.131 8.099 -0.458
C 0.367 1.130 8.327 -0.320
C 4.353 -2.717 -1.055 -0.516
C 2.280 -1.573 -4.482 0.420
C -4.393 -4.190 4.139 0.855
C 0.457 7.467 -3.943 -0.305
C -1.562 3.886 -3.568 -0.463
C -0.362 -3.708 0.840 -0.891
C 1.274 -1.654 -5.611 -0.148
C 2.075 4.920 5.842 -1.271
C 2.417 3.446 5.385 0.392
C 0.856 5.868 -0.599 1.140
C 4.342 4.026 2.015 0.835
C -3.722 -0.503 1.655 -1.254
C -3.378 -2.020 -4.908 -0.080
C 3.139 3.906 3.021 0.416
C -2.482 -2.171 -3.644 -0.077
C -0.103 1.756 1.238 0.008
C -1.446 2.660 -2.649 0.407
C -2.165 -6.254 -1.275 0.412
C -0.733 6.885 -4.613 -1.000
C 3.521 -1.422 -0.844 -0.608
C 1.066 0.871 1.703 0.488
C -1.428 -4.284 -0.032 1.112
H 3.206 -1.149 -4.869 0.413
H 2.707 -1.692 -0.171 0.033
H 0.382 -1.113 -5.294 0.013
H -3.240 -2.830 -5.624 0.383
H 1.241 7.578 -4.691 0.336
H -1.617 -3.577 -0.840 -0.429
H 3.324 -0.909 -1.785 0.341
H 0.112 1.937 9.015 0.320
H -2.732 -0.439 2.106 0.250
H 1.492 3.004 5.015 -0.125
H -0.508 4.012 -3.814 0.345
H -1.451 -1.825 -3.715 -0.075
H -4.412 -0.222 2.451 0.454
H 2.004 1.419 1.800 0.111
H 5.116 -2.474 -1.795 0.341
H 0.207 8.481 -3.629 0.369
H 0.299 -3.106 0.216 -0.103
H 1.739 -1.329 -6.542 0.351
H 0.323 -4.446 1.257 0.481
H -2.377 -4.391 0.493 0.186
H -3.850 0.228 0.857 0.376
H 0.856 0.421 2.673 -0.134
H 1.486 5.027 6.753 0.389
H 3.077 5.347 5.886 0.351
H -1.121 7.506 -5.421 0.468
H -0.485 5.898 -5.002 0.190
H -2.171 2.633 -1.835 0.144
H 1.976 -0.961 -3.633 -0.367
H 4.100 -0.816 -0.148 0.325
H 2.932 3.018 6.244 0.338
H -2.560 -3.160 -3.192 0.182
H -5.201 -2.053 0.883 0.424
H -0.771 -0.521 8.971 0.380
H -3.245 -1.077 -5.437 0.118
H -1.962 4.792 -3.112 0.414
H 0.317 2.684 0.852 -0.229
H -0.902 1.836 1.975 0.380
H 1.474 5.502 5.144 0.295
H 1.307 0.689 8.660 0.280
H -0.783 -3.034 1.586 0.151
H -1.586 0.796 8.155 0.283
H -0.480 2.429 -2.200 -0.240
H -3.623 -2.152 0.289 -0.234
H -1.546 6.859 -3.888 0.227
H 3.733 -3.515 -1.465 0.342

91
Properties=species:S:1:pos:R:3:mulliken_charge:R:1 method="wB97M-V/def2-TZVPD" relative_energy_ev=0.887 homo_energy_ev="-6.91 / -6.20" multiplicity=2 s_squared=0.765 total_charge=0
V 0.534 -0.753 -0.097 0.567
S 0.962 -3.082 -1.306 1.256
O -1.325 -1.181 -1.654 -0.670
O -4.658 -3.259 0.530 -0.682
O 2.180 -3.795 -0.963 -0.894
O -1.292 -0.814 2.803 -0.570
O -0.076 -3.250 -0.295 -0.389
O 1.253 -1.657 -1.580 -0.196
O 2.812 -2.004 1.046 -0.526
N 0.904 0.016 1.590 1.813
N -1.336 -0.916 0.564 1.403
N 3.149 2.401 -2.094 0.129
N 4.788 0.650 -1.843 0.052
N 2.732 0.566 -0.550 1.444
N 4.437 2.227 -0.058 0.086
N -2.950 -2.245 -0.505 0.140
C -2.499 -3.420 2.675 -1.237
C 0.333 -3.721 -2.875 -1.133
C -1.120 3.265 -0.893 0.868
C -3.576 -4.378 3.164 -1.475
C 0.615 1.780 3.176 -0.748
C -3.033 -2.165 1.930 2.697
C -4.573 -0.152 2.093 -1.077
C 5.415 1.416 -0.776 -0.648
C 1.882 -2.122 2.109 -0.895
C -0.418 3.240 -2.093 -0.517
C -4.093 -1.429 2.775 -1.325
C -1.819 -1.242 1.784 -1.288
C 3.766 -0.209 -1.260 -1.018
C 0.032 2.296 -4.374 -1.795
C -0.714 4.214 0.199 -1.368
C 4.150 1.577 -2.767 -0.732
C 1.488 -0.732 2.537 0.571
C 2.147 1.512 -1.508 -0.375
C -0.767 2.359 -3.106 0.613
C -1.880 1.547 -2.938 -0.789
C 3.803 3.128 -1.013 -0.773
C 0.483 1.241 1.912 -1.114
C -3.910 0.822 -1.673 -1.359
C -3.640 -2.614 0.622 -0.288
C 1.682 -0.253 3.822 -0.951
C 1.229 1.015 4.157 -0.932
C 3.417 1.345 0.492 -0.774
C -2.629 1.593 -1.773 0.797
C -2.217 2.428 -0.741 -0.019
C -1.822 -1.445 -0.563 -0.269
H 3.286 -0.786 -2.052 0.282
H 2.154 -0.879 4.563 0.516
H 4.911 2.229 -3.209 0.327
H 2.689 1.965 1.026 0.105
H -3.908 -0.015 -2.365 0.294
H 4.563 3.792 -1.434 0.360
H -1.169 3.932 1.144 0.287
H 0.969 -2.643 1.775 0.079
H -3.641 -1.177 3.737 0.433
H -2.170 0.875 -3.734 0.346
H -4.142 -3.942 3.981 0.318
H -3.293 -2.600 -1.391 0.397
H -2.774 2.446 0.187 0.309
H -0.014 1.781 1.114 0.446
H 1.404 2.121 -0.981 -0.809
H 0.422 3.907 -2.242 0.295
H -0.503 2.782 -5.191 0.490
H -0.612 -3.224 -3.048 0.255
H 0.368 4.233 0.324 0.193
H 3.885 0.655 1.198 0.253
H -5.247 0.396 2.749 0.558
H 2.329 -2.679 2.948 0.487
H 0.198 1.258 -4.655 0.341
H -5.114 -0.386 1.177 0.266
H 1.057 -3.469 -3.638 0.385
H 6.177 2.077 -1.201 0.325
H 1.658 0.943 -2.306 0.414
H -4.945 -2.088 2.940 0.566
H 3.059 3.734 -0.486 0.284
H 0.994 2.787 -4.247 0.303
H -3.726 0.491 1.856 0.076
H -1.919 -3.058 3.529 0.444
H 0.210 -4.793 -2.791 0.404
H -1.819 -3.943 1.996 0.361
H 3.661 1.007 -3.562 0.385
H -1.032 5.228 -0.042 0.411
H -3.113 -5.294 3.524 0.446
H -4.744 1.475 -1.936 0.537
H 0.242 2.771 3.389 0.512
H -4.267 -4.630 2.366 0.331
H -4.078 0.456 -0.663 -0.038
H 5.890 0.725 -0.073 0.344
H 1.321 1.385 5.167 0.449
H 4.233 -0.898 -0.554 0.258
H 2.709 -2.757 0.427 0.365